1.
52
Properties=species:S:1:pos:R:3:mulliken_charge:R:1 method="wB97M-V/def2-TZVPD" total_charge=0 smiles=OCC[C@H]1CN(Cc2cc3c(cc2Cl)OCO3)CCN1Cc1ccccc1 homo_energy_ev=-8.2 total_energy_ha=-1610.6205
C 0.69 0.75 -5.62 -0.39
H -0.02 -1.27 -5.45 0.38
O 1.13 -3.93 3.66 -0.50
C -0.97 1.33 -0.87 -1.50
H -2.94 -0.03 2.30 0.60
N 0.46 1.58 -0.72 0.47
H 0.96 -5.91 4.21 0.25
H -1.49 2.27 -0.67 0.39
H 0.69 3.36 2.16 0.41
C 1.39 1.78 -3.58 -0.26
H 0.78 5.30 0.70 0.47
O -0.11 -5.49 2.51 -0.48
H 1.93 -5.59 2.74 0.26
H -1.62 0.30 3.43 0.53
C -0.71 -4.26 2.40 1.01
H 2.33 0.82 -1.16 0.54
C 1.08 0.63 -2.87 0.32
H 0.24 -1.29 3.72 0.46
H 1.91 1.78 0.75 0.62
H 2.10 4.19 0.27 0.24
C 0.38 3.22 1.13 -1.01
H 0.75 -0.23 1.40 0.30
C 0.25 0.74 1.62 -0.93
H 1.79 2.64 -3.05 0.40
C 0.38 -0.41 -4.93 -0.65
C 0.57 -0.46 -3.56 -0.24
H 1.10 -0.44 -1.02 0.33
H 0.54 0.79 -6.69 0.38
H -1.08 -0.72 -0.17 0.27
H -0.71 3.29 1.10 0.34
H 0.52 3.42 -1.35 0.35
N -1.19 0.65 1.45 0.32
C 1.00 4.32 0.27 -0.67
H 0.46 1.01 2.65 0.48
H 1.44 2.75 -5.48 0.39
Cl -3.72 -2.15 1.00 -0.23
C -1.50 -1.61 2.48 0.20
C 1.03 -5.29 3.30 -0.26
C -1.51 0.26 0.09 -0.29
H -2.59 0.21 -0.02 0.52
C -0.34 -2.00 3.15 -0.94
C 0.82 1.82 0.68 -0.26
H -2.46 -4.64 1.21 0.49
C 0.04 -3.32 3.10 0.68
C -1.86 -3.91 1.74 -1.05
O 0.52 4.35 -1.04 -0.65
H -1.16 1.05 -1.90 0.58
C 1.20 1.84 -4.95 -0.78
C -1.87 -0.14 2.47 -2.19
C 1.29 0.58 -1.38 -0.95
H 0.32 -1.37 -3.02 0.35
C -2.24 -2.57 1.80 0.86

=====

2.
8
Properties=species:S:1:pos:R:3:mulliken_charge:R:1 method="wB97M-V/def2-TZVPD" total_charge=0 smiles="O=CNC=S" homo_energy_ev=-9.2 total_energy_ha=-606.1665
H -0.58 -1.67 -0.02 0.29
C 1.21 0.21 0.04 0.15
N -0.16 0.44 -0.03 -0.13
C -1.02 -0.63 0.02 -0.03
S -2.57 -0.24 0.00 -0.31
O 1.92 -0.80 -0.01 -0.50
H -0.48 1.42 0.10 0.29
H 1.68 1.28 -0.10 0.24